Record 1
One molecule with the formula C4H9N3 at a distorted geometry. Source: the OMol25 dataset; level of theory: ωB97M-V/def2-TZVPD.

As for the spin multiplicity: 1. The value obtained for the HOMO energy (spin up / spin down) is -7.806 / -7.116 eV. The total energy comes out at -321.815063 hartree. The calculation puts the LUMO energy (spin up / spin down) at 0.82 / 0.41 eV. The value obtained for the maximum force is 5.586 eV/Å.

CARTESIAN COORDINATES (ANGSTROEM)
C: 1.653 0.810 -0.265
C: 1.257 -0.157 0.829
C: 1.772 -0.664 -0.395
C: -1.863 0.727 0.007
N: -0.247 -0.546 1.113
N: -0.815 -1.346 -0.846
N: -1.060 -0.463 0.087
H: 0.961 1.314 -0.960
H: 2.533 1.348 -0.158
H: 1.707 0.014 1.756
H: 1.275 -1.461 -0.969
H: -1.726 1.251 1.031
H: -1.359 1.474 -0.656
H: -2.866 0.512 -0.268
H: 0.043 -1.521 1.438
H: -1.267 -1.291 -1.744

Mulliken atomic charge list, values in e, 5 entries: number 1, C, carries -0.557; number 2, C, carries -0.369; number 3, C, carries -0.227; number 4, C, carries -0.694; number 5, N, carries -0.570

Record 2
One molecule with the formula C4H9N3 at a distorted geometry. Source: the OMol25 dataset; level of theory: ωB97M-V/def2-TZVPD.

As for the spin multiplicity: 1. The value obtained for the HOMO energy is -9.053 eV. The SMILES is [H]/N=C(\C)[C@@H](N)N=C. The total energy comes out at -322.030765 hartree. The calculation puts the LUMO energy at 1.05 eV. The value obtained for the maximum force is 2.846 eV/Å.

CARTESIAN COORDINATES (ANGSTROEM)
H: -1.010 -2.559 0.093
N: -0.490 -1.871 -0.451
C: -0.647 -0.675 -0.124
C: -1.664 0.003 0.725
C: 0.440 0.383 -0.771
N: -0.147 1.629 -1.166
N: 1.372 0.527 0.299
C: 2.049 -0.462 0.708
H: -1.163 0.601 1.485
H: -2.323 -0.729 1.190
H: -2.255 0.677 0.103
H: 0.848 -0.147 -1.638
H: -0.318 2.215 -0.356
H: 0.456 2.124 -1.811
H: 2.124 -1.414 0.179
H: 2.728 -0.303 1.535

Mulliken atomic charge list, values in e, 5 entries: number 1, H, carries 0.238; number 2, N, carries -0.663; number 3, C, carries 0.644; number 4, C, carries -1.374; number 5, C, carries 0.066

Record 3
One molecule with the formula C4H9N3 at a distorted geometry. Source: the OMol25 dataset; level of theory: ωB97M-V/def2-TZVPD.

As for the spin multiplicity: 1. The value obtained for the HOMO energy (spin up / spin down) is -7.300 / -7.284 eV. The total energy comes out at -321.871415 hartree. The calculation puts the LUMO energy (spin up / spin down) at -0.04 / 0.34 eV. The value obtained for the maximum force is 4.533 eV/Å.

CARTESIAN COORDINATES (ANGSTROEM)
C: -1.208 0.115 0.236
C: -0.638 1.329 -0.087
C: 2.293 -0.385 0.439
C: 1.471 0.260 -0.735
N: -2.473 -0.418 0.302
N: -3.704 -0.105 -0.222
N: 0.614 1.468 -0.414
H: -0.648 -0.734 0.758
H: 1.624 -0.696 1.149
H: 2.762 -1.291 0.117
H: 2.836 0.294 0.922
H: 2.179 0.360 -1.603
H: 0.644 -0.377 -1.003
H: -2.475 -1.378 0.742
H: -4.334 -0.796 0.075
H: 1.059 2.353 -0.678

Mulliken atomic charge list, values in e, 5 entries: number 1, C, carries 0.111; number 2, C, carries -0.455; number 3, C, carries -1.191; number 4, C, carries -0.549; number 5, N, carries 0.232

Record 4
A 3-piece molecular cluster, C4H9N3 overall at a distorted geometry. Source: the OMol25 dataset; level of theory: ωB97M-V/def2-TZVPD.

As for the spin multiplicity: 1. The value obtained for the HOMO energy (spin up / spin down) is -8.688 / -8.550 eV. The total energy comes out at -321.825060 hartree. The calculation puts the LUMO energy (spin up / spin down) at 0.37 / 0.17 eV. The value obtained for the maximum force is 1.774 eV/Å.

CARTESIAN COORDINATES (ANGSTROEM)
C: 1.533 0.555 0.886
N: 0.484 -0.238 0.241
C: -0.721 0.115 0.160
N: -0.614 -0.741 2.175
C: 0.765 -0.528 -2.479
C: -1.929 0.403 -0.252
N: 0.591 0.502 -1.795
H: -1.128 0.084 2.498
H: -1.309 -1.452 1.941
H: 1.906 -0.022 1.729
H: 1.178 1.531 1.222
H: 2.330 0.690 0.156
H: 0.720 -1.555 -2.085
H: 1.040 -0.437 -3.544
H: -2.784 0.296 0.398
H: -2.063 0.797 -1.251

Mulliken atomic charge list, values in e, 5 entries: number 1, C, carries -0.773; number 2, N, carries -0.189; number 3, C, carries 0.723; number 4, N, carries -0.661; number 5, C, carries -0.205

Record 5
One molecule with the formula C4H9N3 at a distorted geometry. Source: the OMol25 dataset; level of theory: ωB97M-V/def2-TZVPD.

As for the spin multiplicity: 1. The value obtained for the HOMO energy is -7.186 eV. The SMILES is [H]/N=C\CC=C(N)N. The total energy comes out at -322.018854 hartree. The calculation puts the LUMO energy at 0.75 eV. The value obtained for the maximum force is 3.389 eV/Å.

CARTESIAN COORDINATES (ANGSTROEM)
H: 3.215 0.037 -1.412
N: 2.462 0.716 -1.557
C: 1.552 0.652 -0.637
C: 1.366 -0.434 0.389
C: -0.008 -0.732 -0.139
C: -1.126 0.003 0.167
N: -1.266 0.692 1.335
N: -2.252 -0.184 -0.584
H: 0.778 1.502 -0.540
H: 2.045 -1.271 0.213
H: 1.390 -0.037 1.406
H: -0.075 -1.544 -0.859
H: -0.556 0.550 2.040
H: -2.208 0.954 1.593
H: -3.130 0.000 -0.118
H: -2.185 -0.904 -1.295

Mulliken atomic charge list, values in e, 5 entries: number 1, H, carries 0.236; number 2, N, carries -0.716; number 3, C, carries 0.164; number 4, C, carries -0.725; number 5, C, carries -0.463

Record 6
An isolated ion of composition C4H9N3 and charge +2 at a distorted geometry. Source: the OMol25 dataset; level of theory: ωB97M-V/def2-TZVPD.

As for the spin multiplicity: 1. The value obtained for the HOMO energy is -19.396 eV. The charge is +2. The SMILES is C=C[N@@H+](C)N=C=[NH2+]. The total energy comes out at -321.179305 hartree. The calculation puts the LUMO energy at -10.60 eV. The value obtained for the maximum force is 11.321 eV/Å.

CARTESIAN COORDINATES (ANGSTROEM)
C: -1.854 -1.558 0.158
C: -1.235 -0.515 0.707
N: -0.380 0.307 -0.226
C: -0.955 1.655 -0.329
N: 0.951 0.380 0.054
C: 2.164 -0.317 -0.092
N: 3.365 -0.542 0.167
H: -2.503 -2.100 0.851
H: -1.502 -1.856 -0.819
H: -1.499 -0.017 1.593
H: -0.807 0.065 -1.188
H: -0.943 1.956 -1.424
H: -2.041 1.537 -0.006
H: -0.540 2.462 0.274
H: 4.058 -0.186 -0.560
H: 3.720 -1.270 0.839

Mulliken atomic charge list, values in e, 5 entries: number 1, C, carries -0.554; number 2, C, carries -0.177; number 3, N, carries 0.492; number 4, C, carries -0.873; number 5, N, carries -0.548

Record 7
An isolated ion of composition C4H9N3 and charge +2 at a distorted geometry. Source: the OMol25 dataset; level of theory: ωB97M-V/def2-TZVPD.

As for the spin multiplicity: 1. The value obtained for the HOMO energy is -19.829 eV. The charge is +2. The SMILES is CN1C=[NH+]C(=[NH2+])C1. The total energy comes out at -321.387273 hartree. The calculation puts the LUMO energy at -9.71 eV. The value obtained for the maximum force is 3.413 eV/Å.

CARTESIAN COORDINATES (ANGSTROEM)
C: -1.920 -0.799 -0.639
N: -0.617 -0.572 -0.115
C: 0.052 -1.184 0.777
N: 1.207 -0.556 1.046
C: 1.238 0.659 0.436
N: 2.121 1.545 0.630
C: 0.182 0.503 -0.606
H: -2.251 -1.869 -0.868
H: -2.643 -0.760 0.207
H: -1.842 0.066 -1.355
H: -0.083 -2.142 1.202
H: 1.876 -1.060 1.679
H: 2.110 2.442 0.196
H: 2.951 1.378 1.261
H: -0.445 1.395 -0.562
H: 0.515 0.429 -1.646

Mulliken atomic charge list, values in e, 5 entries: number 1, C, carries -0.669; number 2, N, carries 0.075; number 3, C, carries -0.138; number 4, N, carries -0.093; number 5, C, carries 0.301

Record 8
One molecule with the formula C4H9N3O at a distorted geometry. Source: the OMol25 dataset; level of theory: ωB97M-V/def2-TZVPD.

As for the spin multiplicity: 1. The value obtained for the HOMO energy is -8.981 eV. The SMILES is [H]/N=C/[C@H](C=O)N(C)N. The total energy comes out at -397.200475 hartree. The calculation puts the LUMO energy at 0.58 eV. The value obtained for the maximum force is 4.576 eV/Å.

CARTESIAN COORDINATES (ANGSTROEM)
H: -0.004 3.480 -1.074
N: -0.384 2.586 -1.139
C: -0.429 1.823 -0.144
C: -0.823 0.375 -0.115
C: -2.090 0.113 0.581
O: -2.223 -0.180 1.723
N: 0.401 -0.156 0.481
C: 0.420 -1.587 0.934
N: 1.562 0.091 -0.271
H: -0.023 2.214 0.814
H: -0.897 0.040 -1.171
H: -2.987 0.189 -0.111
H: 1.374 -1.506 1.579
H: -0.283 -1.555 1.766
H: 0.280 -2.316 0.153
H: 1.364 -0.248 -1.127
H: 1.678 1.129 -0.347

Mulliken atomic charge list, values in e, 5 entries: number 1, H, carries 0.276; number 2, N, carries -0.556; number 3, C, carries -0.450; number 4, C, carries 0.457; number 5, C, carries -0.115

Record 9
C4H9N3O as an isolated structure at a distorted geometry. Source: the OMol25 dataset; level of theory: ωB97M-V/def2-TZVPD.

As for the spin multiplicity: 1. The value obtained for the HOMO energy is -8.358 eV. The total energy comes out at -397.102856 hartree. The calculation puts the LUMO energy at 0.45 eV. The value obtained for the maximum force is 6.948 eV/Å.

CARTESIAN COORDINATES (ANGSTROEM)
C: -1.583 -1.168 1.209
C: 0.536 -0.229 0.741
C: 0.657 0.885 0.024
C: 0.006 0.952 -1.284
H: -1.533 -1.436 2.533
H: -2.297 -2.031 0.880
H: -1.846 -0.110 0.841
H: 1.571 -1.676 1.741
H: 2.430 -0.500 1.374
H: 1.042 2.003 0.455
H: 1.529 1.951 -2.769
H: -0.402 1.903 -2.932
H: -0.748 -0.719 -1.027
N: 1.353 -0.573 1.799
N: 0.296 1.980 -2.225
N: -0.712 -0.001 -1.721
O: -0.299 -1.232 0.360

Mulliken atomic charge list, values in e, 5 entries: number 1, C, carries -0.588; number 2, C, carries 0.486; number 3, C, carries -0.475; number 4, C, carries 0.534; number 5, H, carries 0.246

Record 10
One molecule with the formula C4H9N3O. Source: the OMol25 dataset; level of theory: ωB97M-V/def2-TZVPD.

As for the spin multiplicity: 1. The value obtained for the HOMO energy is -8.608 eV. The total energy comes out at -397.197026 hartree. The calculation puts the LUMO energy at -0.46 eV. The value obtained for the maximum force is 0.643 eV/Å.

CARTESIAN COORDINATES (ANGSTROEM)
C: -1.305 -1.477 1.261
C: 2.213 0.169 -1.119
N: -0.844 -0.111 1.054
C: -0.495 0.286 -0.469
C: 1.168 0.110 -0.071
N: -0.645 1.697 -0.643
N: 1.169 -0.050 1.140
O: -0.934 -0.477 -1.341
H: -1.454 0.565 1.515
H: -0.564 2.284 0.174
H: -1.417 1.926 -1.252
H: -2.321 -1.630 0.890
H: -0.639 -2.155 0.731
H: -1.271 -1.701 2.329
H: 3.213 -0.020 -0.730
H: 2.170 1.154 -1.587
H: 1.956 -0.569 -1.882

Mulliken atomic charge list, values in e, 5 entries: number 1, C, carries -0.778; number 2, C, carries -1.277; number 3, N, carries -0.284; number 4, C, carries 0.766; number 5, C, carries 0.719

Record 11
One molecule with the formula C4H9N3O at a distorted geometry. Source: the OMol25 dataset; level of theory: ωB97M-V/def2-TZVPD.

As for the spin multiplicity: 1. The value obtained for the HOMO energy is -8.583 eV. The SMILES is [H]/N=C\N(C)/N=C(/C)O. The total energy comes out at -397.206680 hartree. The calculation puts the LUMO energy at 0.93 eV. The value obtained for the maximum force is 3.663 eV/Å.

CARTESIAN COORDINATES (ANGSTROEM)
H: 0.778 1.192 1.308
N: 0.775 2.308 0.766
C: 0.897 1.687 -0.317
N: 0.975 0.243 -0.041
C: 2.164 -0.414 -0.594
N: -0.141 -0.589 -0.291
C: -1.253 -0.412 0.305
C: -2.377 -1.352 0.005
O: -1.597 0.533 1.200
H: 1.307 2.043 -1.261
H: 2.171 -1.450 -0.263
H: 2.149 -0.409 -1.686
H: 3.051 0.115 -0.243
H: -2.719 -1.820 0.927
H: -2.053 -2.112 -0.699
H: -3.211 -0.790 -0.417
H: -0.915 1.224 1.301

Mulliken atomic charge list, values in e, 5 entries: number 1, H, carries 0.440; number 2, N, carries -0.669; number 3, C, carries 0.009; number 4, N, carries 0.077; number 5, C, carries -0.934

Record 12
One molecule with the formula C4H9N3O at a distorted geometry. Source: the OMol25 dataset; level of theory: ωB97M-V/def2-TZVPD.

As for the spin multiplicity: 1. The value obtained for the HOMO energy is -8.181 eV. The SMILES is [H]/N=C(/N)N/C=C\CO. The total energy comes out at -397.286992 hartree. The calculation puts the LUMO energy at 0.65 eV. The value obtained for the maximum force is 3.493 eV/Å.

CARTESIAN COORDINATES (ANGSTROEM)
H: -2.256 1.829 -0.439
N: -2.719 0.947 -0.240
C: -1.958 -0.093 -0.165
N: -2.605 -1.318 0.161
N: -0.580 -0.152 -0.031
C: 0.151 0.981 0.055
C: 1.540 1.032 0.108
C: 2.520 -0.080 0.170
O: 1.968 -1.351 -0.306
H: -3.609 -1.315 0.236
H: -2.139 -1.951 0.861
H: -0.060 -1.006 -0.038
H: -0.430 1.932 0.141
H: 1.932 2.076 0.002
H: 3.411 0.070 -0.413
H: 2.918 -0.295 1.197
H: 1.917 -1.306 -1.298

Mulliken atomic charge list, values in e, 5 entries: number 1, H, carries 0.206; number 2, N, carries -0.737; number 3, C, carries 0.588; number 4, N, carries -0.467; number 5, N, carries -0.116

Repeat the tenth record exactly.
One molecule with the formula C4H9N3O. Source: the OMol25 dataset; level of theory: ωB97M-V/def2-TZVPD.

As for the spin multiplicity: 1. The value obtained for the HOMO energy is -8.608 eV. The total energy comes out at -397.197026 hartree. The calculation puts the LUMO energy at -0.46 eV. The value obtained for the maximum force is 0.643 eV/Å.

CARTESIAN COORDINATES (ANGSTROEM)
C: -1.305 -1.477 1.261
C: 2.213 0.169 -1.119
N: -0.844 -0.111 1.054
C: -0.495 0.286 -0.469
C: 1.168 0.110 -0.071
N: -0.645 1.697 -0.643
N: 1.169 -0.050 1.140
O: -0.934 -0.477 -1.341
H: -1.454 0.565 1.515
H: -0.564 2.284 0.174
H: -1.417 1.926 -1.252
H: -2.321 -1.630 0.890
H: -0.639 -2.155 0.731
H: -1.271 -1.701 2.329
H: 3.213 -0.020 -0.730
H: 2.170 1.154 -1.587
H: 1.956 -0.569 -1.882

Mulliken atomic charge list, values in e, 5 entries: number 1, C, carries -0.778; number 2, C, carries -1.277; number 3, N, carries -0.284; number 4, C, carries 0.766; number 5, C, carries 0.719

Number 1 is which compound? C4H9N3

What is the total energy in the ninth record? -397.102856 hartree